Record 1
{"formula": "C6H28BF4O8", "method": "ωB97M-V with the def2-TZVPD basis set", "species": ["B", "F", "F", "F", "F", "C", "O", "H", "H", "H", "H", "C", "O", "H", "H", "H", "H", "C", "O", "H", "H", "H", "H", "C", "O", "H", "H", "H", "H", "C", "O", "H", "H", "H", "H", "C", "O", "H", "H", "H", "H", "O", "H", "H", "O", "H", "H"], "positions_angstrom": [[0.41161, 0.37856, -0.37337], [0.32974, 0.90273, 0.92747], [-0.70036, 0.86250, -1.09388], [1.52975, 0.79980, -1.05396], [0.41120, -0.96570, -0.33009], [1.68815, -2.28727, 3.07688], [1.82135, -1.26722, 2.15520], [1.47395, -3.18603, 2.49855], [2.60143, -2.48343, 3.63860], [0.85133, -2.14422, 3.76053], [1.27936, -1.44239, 1.38244], [-1.84413, 3.52634, -2.54419], [-2.54495, 3.08032, -1.46952], [-0.82016, 3.79948, -2.28927], [-1.73420, 2.73077, -3.28114], [-2.29340, 4.44652, -2.91773], [-2.12710, 2.33109, -1.03864], [-2.70467, 1.78918, 1.80136], [-2.51552, 3.22457, 1.72966], [-1.85778, 1.29570, 2.27817], [-3.53200, 1.70996, 2.50658], [-2.97510, 1.26005, 0.88758], [-3.35993, 3.67736, 1.67017], [-2.23208, -1.88096, 1.31212], [-2.39323, -1.09881, 0.14772], [-3.16150, -2.11378, 1.83179], [-1.69042, -2.78464, 1.03268], [-1.52935, -1.32549, 1.93318], [-1.51194, -0.81093, -0.10141], [1.72684, -0.64134, -3.87672], [2.81136, -0.47852, -3.03850], [0.94456, -0.00532, -3.46242], [1.85213, -0.18527, -4.85876], [1.44954, -1.69547, -3.87343], [2.53407, -0.01181, -2.24673], [1.96995, -3.71215, -1.72428], [1.32457, -3.44816, -0.46468], [2.65175, -4.55837, -1.63959], [1.19383, -4.01368, -2.42771], [2.51079, -2.85624, -2.12801], [1.15440, -2.50460, -0.41641], [2.67467, 1.59066, 1.87408], [2.01166, 1.48444, 1.19191], [2.83940, 0.70192, 2.18911], [0.15894, 2.86665, 2.45629], [-0.69323, 3.29706, 2.52554], [0.01474, 2.14614, 1.84283]], "atomic_forces_ev_per_a": [[-0.447, 1.883, -1.497], [-0.029, -0.346, 0.016], [-0.459, -0.002, 0.151], [0.818, 0.677, 0.443], [-0.401, -1.757, 0.423], [-0.514, -1.749, -0.066], [0.646, 1.676, -0.353], [0.014, -0.454, 0.317], [0.059, 0.397, -0.054], [-0.016, 0.235, 0.221], [0.005, -0.064, 0.113], [0.964, 0.609, -0.746], [-1.370, 0.134, 1.378], [0.471, -0.049, 0.268], [-0.123, 0.001, -0.477], [-0.292, -0.368, -0.224], [0.513, -0.484, -0.064], [-1.135, 0.589, 1.111], [1.082, -0.691, -0.464], [0.107, 0.356, -0.236], [-0.154, -0.725, 0.000], [0.135, 0.370, -0.303], [-0.118, -0.157, -0.133], [1.343, 0.098, -0.297], [-1.049, 0.235, -0.102], [0.009, 0.237, -0.300], [-0.257, -0.482, 0.204], [-0.196, -0.101, 0.826], [-0.237, -0.144, -0.291], [-1.177, 0.833, 0.418], [1.857, -0.047, 0.314], [-0.790, -0.445, -0.004], [0.552, -0.560, -0.325], [-0.355, 0.071, -0.550], [0.029, -0.004, -0.087], [-0.641, -0.182, 0.161], [0.687, -0.257, -0.170], [0.039, 0.097, 0.317], [0.014, 0.047, -0.289], [0.024, 0.086, 0.171], [0.043, -0.276, -0.288], [0.733, 0.953, 0.194], [-0.199, -0.070, -0.349], [-0.116, -0.821, 0.232], [0.528, 0.472, 1.095], [-0.681, 0.722, -0.208], [0.085, -0.543, -0.494]], "nbo_charge": [1.333, -0.564, -0.573, -0.548, -0.548, -0.246, -0.748, 0.183, 0.179, 0.157, 0.487, -0.252, -0.568, 0.200, 0.208, 0.192, 0.507, -0.275, -0.716, 0.191, 0.186, 0.209, 0.493, -0.255, -0.723, 0.187, 0.180, 0.155, 0.479, -0.244, -0.750, 0.162, 0.165, 0.164, 0.492, -0.259, -0.755, 0.175, 0.159, 0.190, 0.476, -0.730, 0.484, 0.495, -0.705, 0.489, 0.486], "homo_energy_ev": [-9.74, -9.74], "spin_multiplicity": 2, "lumo_ev": [0.20, -7.15], "s_squared": 0.76, "energy_ev": -34601.5951, "homo_lumo_gap_ev": [9.9334, 2.5836], "mol_weight_g_mol": 315.086, "max_force_ev_per_a": 2.4}


Record 2
{"formula": "C32H34N5ORuS2", "method": "ωB97M-V with the def2-TZVPD basis set", "species": ["Ru", "C", "N", "C", "C", "C", "C", "C", "C", "C", "N", "C", "C", "C", "C", "C", "C", "N", "C", "C", "H", "H", "H", "H", "H", "H", "H", "H", "H", "H", "H", "H", "H", "H", "H", "H", "H", "H", "H", "H", "C", "C", "N", "N", "C", "S", "S", "C", "C", "C", "C", "C", "C", "C", "C", "C", "C", "C", "C", "C", "O", "H", "H", "H", "H", "H", "H", "H", "H", "H", "H", "H", "H", "H", "H"], "positions_angstrom": [[-0.01199, 0.06786, 0.23224], [1.21625, 1.61472, -1.96561], [0.60037, 2.02498, -0.68920], [1.54004, 2.82199, 0.11858], [-0.63634, 2.76902, -0.86809], [-0.74942, 3.75846, -1.82190], [-1.95231, 4.42991, -1.99735], [-3.02894, 4.04972, -1.21568], [-2.90408, 3.06864, -0.23917], [-1.67569, 2.43556, 0.00637], [-1.34835, 1.47841, 0.95615], [-2.15889, 1.00495, 1.97424], [-3.43474, 1.43246, 2.37020], [-4.10895, 0.82050, 3.41958], [-3.54218, -0.22005, 4.13338], [-2.26935, -0.64120, 3.77242], [-1.61331, -0.04965, 2.71353], [-0.26071, -0.45438, 2.35575], [-0.00938, -1.90076, 2.49386], [0.69368, 0.30596, 3.19069], [1.56007, 2.47474, -2.54815], [2.07904, 0.98589, -1.75007], [0.48948, 1.05353, -2.55121], [1.88592, 3.67866, -0.46844], [1.01755, 3.18141, 1.00343], [2.37895, 2.20980, 0.42053], [0.10011, 4.00475, -2.44670], [-2.04442, 5.21043, -2.73974], [-3.99806, 4.50800, -1.36819], [-3.79244, 2.78093, 0.28689], [-3.92560, 2.25353, 1.88808], [-5.10465, 1.16736, 3.66642], [-4.06085, -0.68400, 4.96062], [-1.78894, -1.43865, 4.32492], [0.01649, -2.20128, 3.54531], [-0.78741, -2.45814, 1.97847], [0.95427, -2.12557, 2.04604], [0.52683, 0.05366, 4.24259], [1.70822, 0.06701, 2.90201], [0.51743, 1.36961, 3.04172], [1.74924, -3.30317, -2.00900], [1.73180, -2.18946, -0.99417], [0.60554, -1.85860, -0.44093], [-0.42987, -2.79347, -0.67766], [-1.59446, -2.28215, -0.83259], [-1.98629, -0.59466, -0.85354], [-2.93464, -3.43660, -1.06057], [-2.63665, -3.92760, -2.79569], [-2.98720, -2.87265, -3.80295], [-2.05074, -1.91296, -4.17319], [-2.39251, -0.89207, -5.04846], [-3.67476, -0.82756, -5.57405], [-4.60831, -1.79704, -5.23093], [-4.26500, -2.81066, -4.34947], [2.98470, -1.53834, -0.62360], [4.20406, -2.09302, -1.06483], [5.42262, -1.55782, -0.72805], [5.45254, -0.40521, 0.06517], [4.28734, 0.15227, 0.52603], [3.02227, -0.41311, 0.23163], [1.98013, 0.13815, 0.78398], [0.81286, -3.31969, -2.55716], [1.84547, -4.27271, -1.51491], [2.56859, -3.17908, -2.70989], [-3.26739, -4.80980, -2.90823], [-1.59408, -4.23398, -2.87272], [-1.04619, -1.96223, -3.76783], [-1.65732, -0.14297, -5.31444], [-3.94666, -0.02526, -6.24783], [-5.60638, -1.76227, -5.64883], [-4.99843, -3.56136, -4.07704], [4.19027, -2.99410, -1.66048], [6.33788, -2.01999, -1.07044], [6.40155, 0.04711, 0.32699], [4.30072, 1.03314, 1.15610]], "atomic_forces_ev_per_a": [[0.153, 0.085, 0.601], [0.111, 0.126, 0.008], [-0.136, -0.557, -0.382], [-0.044, 0.143, -0.019], [0.168, 0.078, -0.279], [0.019, 0.043, -0.027], [-0.015, -0.033, 0.053], [0.049, -0.036, 0.032], [-0.008, 0.080, -0.012], [-0.320, -0.131, 0.180], [-0.011, 0.351, -0.068], [-0.046, 0.142, -0.199], [-0.024, 0.054, 0.133], [0.050, -0.001, -0.018], [0.048, 0.053, -0.019], [-0.027, -0.012, 0.063], [-0.012, -0.377, 0.138], [0.190, -0.264, -0.682], [-0.026, -0.015, 0.287], [-0.094, 0.034, 0.220], [0.012, 0.006, 0.010], [0.005, -0.009, 0.006], [-0.031, 0.012, -0.003], [-0.047, 0.028, 0.006], [-0.007, -0.030, 0.009], [0.068, -0.021, -0.015], [-0.015, -0.001, 0.006], [-0.017, -0.031, -0.026], [0.005, 0.005, 0.009], [-0.027, 0.004, -0.015], [0.000, 0.043, 0.027], [0.025, 0.034, 0.027], [-0.030, -0.028, -0.037], [-0.036, 0.003, -0.020], [-0.010, 0.020, -0.006], [-0.003, -0.002, -0.027], [0.042, 0.017, 0.020], [-0.048, 0.011, -0.019], [0.057, -0.035, -0.009], [-0.002, 0.002, -0.013], [0.023, -0.060, 0.104], [0.175, -0.183, 0.093], [-0.443, -0.045, -0.451], [0.228, 0.126, 0.083], [-0.070, 0.244, -0.269], [-0.002, -0.116, 0.478], [-0.100, 0.134, -0.102], [0.082, -0.096, 0.071], [0.005, 0.011, 0.073], [0.011, -0.001, -0.042], [-0.003, -0.027, 0.016], [0.001, -0.010, 0.014], [0.023, 0.000, 0.004], [-0.018, 0.029, -0.001], [-0.043, -0.067, -0.267], [-0.032, 0.023, 0.010], [-0.004, 0.073, 0.040], [0.049, -0.040, -0.028], [-0.016, -0.022, 0.061], [-0.072, 0.067, 0.195], [0.210, 0.174, 0.071], [-0.006, -0.001, -0.007], [0.016, 0.012, -0.006], [-0.011, -0.005, 0.004], [0.041, -0.018, -0.101], [-0.012, -0.041, -0.019], [-0.008, 0.017, 0.035], [-0.006, -0.003, -0.007], [0.007, -0.017, -0.014], [0.004, 0.010, 0.008], [0.000, 0.020, 0.016], [0.009, 0.029, -0.019], [-0.002, 0.008, -0.001], [-0.007, 0.004, -0.006], [0.007, -0.021, 0.019]], "mulliken_spin": [0.889, -0.005, 0.020, -0.003, 0.009, 0.005, 0.003, 0.000, -0.004, 0.005, -0.018, 0.022, 0.008, -0.001, 0.002, -0.005, -0.009, 0.027, 0.002, 0.004, 0.011, 0.001, 0.008, -0.002, 0.002, -0.001, 0.000, 0.000, 0.000, 0.000, -0.001, 0.000, 0.000, 0.000, 0.007, 0.003, -0.001, -0.001, -0.003, 0.000, 0.004, 0.001, -0.005, 0.010, -0.002, 0.015, -0.001, -0.003, 0.001, -0.001, 0.000, -0.001, 0.001, 0.001, 0.009, 0.004, -0.003, 0.004, 0.002, 0.009, -0.026, 0.002, 0.001, 0.000, 0.000, 0.000, 0.002, 0.000, 0.000, 0.000, 0.000, 0.001, 0.000, 0.001, -0.001], "homo_energy_ev": [-6.79, -6.77], "spin_multiplicity": 2, "lumo_ev": [-0.19, -0.41], "s_squared": 0.76, "energy_ev": -67485.8475, "homo_lumo_gap_ev": [6.6062, 6.3622], "mol_weight_g_mol": 669.862, "max_force_ev_per_a": 0.8}


Record 3
{"formula": "CHNO3", "method": "ωB97M-V with the def2-TZVPD basis set", "species": ["O", "C", "N", "O", "O", "H"], "positions_angstrom": [[0.07703, -1.79471, 0.08737], [-0.31290, -0.69606, 0.03354], [-1.55467, -0.25272, -0.52221], [-2.09551, 0.86523, 0.17427], [-2.79092, -0.48880, 0.10977], [0.38479, 0.11850, 0.19662]], "atomic_forces_ev_per_a": [[-0.144, -2.447, 0.126], [0.282, 1.289, 0.181], [-0.956, 0.898, -0.350], [-0.639, -2.065, -0.332], [1.609, 1.350, 0.253], [-0.152, 0.975, 0.121]], "nbo_charge": [-0.465, 0.495, 0.044, -0.118, -0.083, 0.127], "homo_energy_ev": -10.89, "spin_multiplicity": 1, "lumo_ev": -0.29, "energy_ev": -8678.6091, "homo_lumo_gap_ev": 10.6001, "mol_weight_g_mol": 75.023, "max_force_ev_per_a": 2.5}